Density functional theory data (ωB97M-V/def2-TZVPD) for a cluster of 3 separate species, C5H9NO in total at a distorted geometry.

```
16
Properties=species:S:1:pos:R:3:forces:R:3:lowdin_charge:R:1
C -1.8956 -0.9983 -0.3233 1.3 2.1 -0.4 -0.13
C -0.5240 1.6474 -0.4062 0.3 0.2 0.0 -0.07
C -0.1974 0.2491 -0.1834 -5.2 -2.1 -0.8 -0.21
C 0.4207 -0.6914 0.3288 5.0 1.6 0.8 0.05
C 3.1425 -0.1509 0.2424 0.2 -0.6 0.2 -0.25
O -2.8247 -0.4117 0.5048 -0.1 -0.2 0.1 -0.07
N 2.1408 0.4901 0.6226 -1.3 -1.4 0.3 -0.02
H -2.6429 -0.6547 1.4201 0.0 0.0 -0.1 0.10
H -1.6952 -2.0528 -0.1364 0.3 0.2 0.1 0.09
H -2.1289 -0.7870 -1.3609 -0.2 -0.1 0.0 0.09
H 0.7395 -1.7037 0.4678 -0.3 -0.1 0.1 0.08
H 0.2345 2.2555 0.0878 0.0 0.1 0.0 0.08
H -1.5110 1.8706 0.0034 0.0 -0.1 0.0 0.08
H -0.5297 1.8772 -1.4731 0.0 0.0 0.0 0.09
H 4.1648 0.2255 0.4207 -0.1 0.1 -0.3 0.04
H 3.1067 -1.1649 -0.2151 0.1 0.2 0.1 0.04
```
Positions in Å, forces in eV/Å.

net charge = 0
orbital gap (alpha / beta) = 0.275 / 0.275 hartree
energy above the lowest of the compared OMol25 structures with the same formula, charge and spin = 171.0 kcal per mole
HOMO energy (alpha / beta) = -6.82 / -6.81 eV
E_tot = -325.6651 Ha
max |F| = 0.1102 hartree/bohr